C27H48ClF6N2O12P2 | ωB97M-V/def2-TZVPD

Geometry as XYZ:
```
98
Properties=species:S:1:pos:R:3:forces:R:3:lowdin_charge:R:1
C 4.803901 -2.127870 3.294772 -0.1 -0.1 0.1 -0.06
C 3.819423 -2.188315 2.124247 0.0 -0.1 0.2 -0.25
O 3.854811 -0.999642 1.335425 -0.2 0.0 -0.1 -0.12
C 3.058632 0.049205 1.785693 0.0 0.1 0.1 -0.15
N 1.874728 0.199897 0.861574 -0.3 -0.2 0.3 0.02
C 0.594505 -0.286793 1.428060 -0.3 0.0 0.0 -0.04
C -0.332521 -0.646367 0.256620 0.0 0.1 -0.1 -0.42
C 0.065972 -1.990324 -0.389794 0.2 0.0 0.0 -0.08
C 0.457650 -3.166557 0.516009 -0.1 0.0 0.0 -0.17
C -0.455647 -3.525801 1.684726 0.1 -0.1 0.0 -0.29
N 0.192976 -4.571364 2.487235 -0.2 0.0 0.0 0.00
C -1.804398 -0.558032 0.694252 0.0 0.1 0.0 -0.09
C -2.800526 -0.724653 -0.452565 0.0 -0.1 -0.2 -0.19
C -4.267982 -0.647174 0.015130 0.1 -0.2 0.0 -0.20
P -5.453890 -1.734798 -0.816043 -0.2 0.1 -0.2 0.48
O -6.813902 -1.192518 -0.866266 0.3 -0.1 0.0 -0.25
O -5.391660 -3.157436 -0.078148 0.1 0.0 -0.1 -0.20
C -4.306187 -3.610580 0.738301 0.1 0.0 0.1 -0.28
C -4.196201 -5.128932 0.643327 0.0 0.0 -0.2 -0.06
O -4.822640 -1.983566 -2.258115 -0.1 0.0 0.0 -0.20
C -4.073960 -3.134141 -2.671194 0.1 -0.1 -0.1 -0.25
C -3.128138 -2.730292 -3.803685 0.1 -0.2 0.0 -0.05
O -0.129039 0.304553 -0.786969 0.0 0.2 -0.1 -0.02
C 0.258624 1.656362 -0.400614 -0.2 -0.1 0.2 -0.24
C 0.146529 2.551514 -1.589312 0.3 0.2 -0.1 -0.31
O 0.738354 2.280850 -2.645115 0.0 0.0 0.0 0.06
C -0.741983 3.783906 -1.639585 -0.1 0.0 0.1 -0.36
F 0.005445 4.870275 -1.955742 0.0 0.0 -0.1 0.13
F -1.643740 3.644898 -2.684467 0.0 0.0 0.0 0.08
C -1.640804 4.273735 -0.459307 -0.3 0.1 -0.1 -0.35
F -2.292699 5.379366 -0.905467 0.1 -0.2 0.0 0.13
F -0.918773 4.663832 0.595292 0.1 -0.1 0.1 0.11
C -2.775454 3.275721 0.007532 0.2 -0.1 0.3 -0.30
F -2.773603 2.152628 -0.778902 -0.1 0.2 0.0 0.11
F -3.977362 3.859709 -0.157624 -0.1 -0.1 0.0 0.14
C -2.759667 2.700930 1.474055 0.0 0.3 -0.5 -0.41
O -1.914570 2.872558 2.293786 -0.1 0.0 0.1 0.15
O -3.851846 1.949517 1.701097 0.3 -0.1 0.4 0.13
C 1.698210 1.616992 0.200203 0.2 0.2 -0.1 -0.39
C 2.816693 1.669255 -0.849356 -0.3 0.2 -0.3 -0.20
O 2.773473 0.469244 -1.622865 0.1 -0.3 0.5 -0.15
C 4.041760 -0.123337 -1.856968 0.1 0.0 -0.3 -0.27
C 4.723927 0.482595 -3.074058 -0.2 0.0 -0.2 -0.06
P 1.696869 3.107108 1.391387 -0.3 0.2 -0.4 0.72
O 1.572185 2.340003 2.900054 -0.2 -0.6 0.0 -0.40
Cl 3.702411 3.433508 1.524486 0.4 0.1 0.3 0.39
H 4.300287 -1.948077 4.248081 0.0 0.1 -0.1 0.07
H 5.523518 -1.323307 3.133358 0.0 -0.1 -0.1 0.08
H 5.349680 -3.068967 3.393028 0.0 0.1 0.0 0.07
H 2.800036 -2.367934 2.489788 0.1 0.0 0.0 0.10
H 4.056351 -3.007853 1.443026 0.1 0.1 0.0 0.12
H 2.682016 -0.126246 2.794447 0.0 0.1 0.0 0.14
H 3.608628 0.985720 1.760874 0.0 -0.1 0.0 0.07
H 2.073253 -0.410280 0.054299 0.3 0.3 -0.2 0.15
H 0.800406 -1.134600 2.081625 0.0 0.0 -0.1 0.12
H 0.155372 0.508356 2.030637 0.1 0.0 0.0 0.13
H -0.711139 -2.289506 -1.096258 0.0 0.1 0.1 0.11
H 0.936776 -1.765479 -1.017596 -0.1 0.0 -0.1 0.13
H 1.471530 -3.027416 0.904408 -0.1 0.0 0.0 0.08
H 0.515454 -4.056043 -0.125628 0.1 0.1 0.1 0.12
H -1.433369 -3.842299 1.294664 0.0 0.1 0.0 0.09
H -0.629811 -2.675120 2.349580 0.0 0.0 -0.1 0.10
H -0.341825 -4.746757 3.330387 0.0 0.0 0.0 0.06
H 0.190742 -5.448964 1.978177 0.1 0.0 0.0 0.07
H -2.029572 -1.269428 1.499296 0.1 0.0 -0.1 0.12
H -1.935315 0.437291 1.133170 0.0 -0.2 0.0 0.10
H -2.629216 0.043357 -1.207812 0.1 -0.2 0.1 0.12
H -2.619827 -1.671189 -0.965598 0.0 0.0 0.1 0.08
H -4.698625 0.341910 -0.182202 0.0 -0.2 0.1 0.09
H -4.346989 -0.883541 1.083641 -0.1 0.3 0.0 0.11
H -4.496788 -3.289883 1.767721 0.0 0.0 -0.1 0.12
H -3.376936 -3.138415 0.416023 0.0 0.0 0.1 0.07
H -3.394060 -5.432100 -0.035658 -0.1 0.0 0.1 0.07
H -5.128775 -5.533013 0.245771 0.0 0.0 0.1 0.08
H -4.008208 -5.577952 1.619796 0.0 0.0 -0.1 0.07
H -3.509083 -3.540909 -1.827675 0.0 0.1 0.0 0.09
H -4.779572 -3.908569 -2.980166 0.0 0.1 0.0 0.12
H -3.222181 -1.662905 -4.003142 0.0 -0.1 0.0 0.09
H -3.340278 -3.283616 -4.720263 -0.1 0.1 0.0 0.07
H -2.085733 -2.929953 -3.542039 -0.1 0.1 0.0 0.07
H -0.432892 2.023119 0.372323 0.1 -0.1 0.1 0.10
H -4.127711 1.486676 0.897320 -0.2 0.3 -0.1 0.07
H 3.801153 1.750568 -0.382120 -0.1 0.0 0.1 0.08
H 2.675211 2.566823 -1.462038 0.1 -0.1 0.0 0.11
H 3.847865 -1.189662 -2.028334 0.0 0.1 0.0 0.11
H 4.672607 -0.046805 -0.962451 0.0 0.0 0.0 0.11
H 5.122727 1.478515 -2.871038 0.0 -0.1 0.0 0.08
H 3.980315 0.580073 -3.870551 0.1 0.0 0.1 0.09
H 5.521543 -0.171551 -3.440285 0.0 0.1 0.1 0.07
H 0.662497 2.470455 3.207035 0.2 0.2 0.0 0.02
O 3.985671 4.852445 -1.688718 -0.2 0.2 0.2 -0.20
C 3.990266 6.133318 -1.531842 0.4 -0.6 -1.1 -0.40
C 3.239779 6.570758 0.011630 -0.6 0.4 1.4 -0.44
O 3.191184 7.826266 0.261140 0.1 -0.3 -0.3 -0.19
H 3.366920 6.742919 -2.215540 -0.1 -0.1 0.1 0.09
H 4.973173 6.627881 -1.383861 -0.1 -0.1 0.2 0.09
H 3.885382 5.943480 0.660821 0.2 0.2 -0.1 0.03
H 2.267680 6.038740 -0.132347 0.0 -0.1 -0.4 0.08
```
Positions in Å, forces in eV/Å.

Orbital gap (eV): 2.3
Total charge: -1
E_LUMO (hartree): 0.0501
HOMO level (eV): -0.947